No. 1
65
Properties=species:S:1:pos:R:3:forces:R:3:mulliken_charge:R:1 method="wB97M-V/def2-TZVPD" homo_lumo_gap_ev=7.55 spin_multiplicity=1 charge=+2 lumo_energy_ev=-5.969 total_energy_ev=-51742.2196
Ba 0.292 -0.442 0.330 0.5 0.3 0.1 1.77
C 4.476 2.798 -0.579 0.1 0.0 0.0 -1.55
C 2.960 2.961 -0.468 -0.1 -0.1 0.0 1.13
C 2.578 4.440 -0.449 0.0 0.1 0.0 -1.58
C 2.389 2.202 0.727 0.1 0.0 -0.1 0.66
C 3.021 1.068 1.247 0.0 -0.2 -0.1 -0.52
C 2.522 0.391 2.358 0.0 -0.1 0.1 -0.95
C 1.374 0.828 3.022 0.0 0.0 0.0 0.94
C 0.857 0.138 4.254 0.0 0.0 0.1 -1.23
C 0.740 1.960 2.505 -0.2 -0.1 -0.1 -0.88
C 1.228 2.620 1.382 -0.1 0.1 0.0 -0.55
H 4.859 3.452 -1.360 0.0 0.0 0.0 0.42
H 4.780 1.784 -0.841 0.0 0.0 0.0 0.37
H 4.973 3.070 0.355 0.0 0.0 0.0 0.40
H 2.516 2.520 -1.372 0.0 0.0 0.0 0.00
H 2.889 4.915 0.484 0.0 0.0 0.0 0.40
H 1.508 4.608 -0.576 0.0 0.0 0.0 0.40
H 3.077 4.957 -1.267 0.0 0.0 0.0 0.41
H 3.939 0.713 0.797 0.0 0.0 0.0 0.28
H 3.062 -0.471 2.737 0.0 0.0 0.0 0.31
H 0.098 -0.612 4.020 0.0 0.0 0.0 0.05
H 0.397 0.851 4.937 0.0 0.0 0.0 0.47
H 1.659 -0.373 4.784 0.0 0.0 0.0 0.39
H -0.141 2.351 3.004 0.0 0.0 0.0 0.46
H 0.714 3.511 1.046 0.0 0.0 0.0 0.29
I -3.037 -0.767 0.194 0.0 0.1 0.0 0.19
C -4.011 -2.644 0.122 -0.1 -0.3 0.0 -0.21
C -5.361 -2.407 0.089 0.0 -0.2 0.0 -0.67
C -6.287 -3.465 0.062 0.0 0.2 0.0 -0.91
C -5.820 -4.737 0.082 0.1 -0.1 0.0 -0.80
C -4.429 -5.009 0.115 -0.1 -0.2 0.0 1.00
C -4.043 -6.373 0.138 0.0 0.1 0.0 -0.79
C -2.734 -6.740 0.168 0.0 0.1 0.0 -1.21
C -1.766 -5.728 0.166 0.1 -0.2 0.0 -0.05
C -2.075 -4.388 0.140 -0.3 -0.1 0.0 0.57
P -0.639 -3.311 0.115 -0.2 0.2 0.0 -0.24
C 0.314 -3.668 -1.378 0.2 0.1 0.0 1.30
C 1.621 -3.158 -1.443 0.0 0.1 -0.1 -1.00
C 2.359 -3.244 -2.615 0.0 0.0 0.0 -0.90
C 1.795 -3.830 -3.741 0.0 0.0 0.0 -0.61
C 0.500 -4.325 -3.688 0.0 0.0 0.0 -0.65
C -0.242 -4.242 -2.516 0.0 0.0 0.0 -0.71
C 0.420 -3.770 1.511 0.1 0.0 0.1 1.22
C 0.076 -3.181 2.734 0.0 -0.1 0.1 -0.55
C 0.802 -3.466 3.884 0.0 0.0 0.0 -0.74
C 1.895 -4.318 3.814 0.0 0.0 0.0 -0.64
C 2.253 -4.893 2.600 0.0 0.0 0.0 -0.81
C 1.522 -4.623 1.453 0.0 0.0 0.0 -0.33
C -3.453 -3.967 0.125 0.1 0.2 0.0 0.24
H -5.737 -1.394 0.086 0.0 0.0 0.0 0.39
H -7.346 -3.252 0.034 0.0 0.0 0.0 0.42
H -6.501 -5.578 0.072 0.0 0.0 0.0 0.41
H -4.827 -7.119 0.132 0.0 0.0 0.0 0.42
H -2.441 -7.780 0.191 0.0 0.0 0.0 0.46
H -0.723 -6.028 0.182 0.0 0.0 0.0 0.38
H 2.106 -2.762 -0.551 0.0 -0.1 0.0 0.74
H 3.376 -2.878 -2.644 0.0 0.0 0.0 0.46
H 2.368 -3.910 -4.655 0.0 0.0 0.0 0.41
H 0.063 -4.784 -4.565 0.0 0.0 0.0 0.44
H -1.252 -4.632 -2.491 0.0 0.0 0.0 0.41
H -0.812 -2.555 2.806 0.0 0.0 0.0 0.54
H 0.509 -3.036 4.833 0.0 0.0 0.0 0.58
H 2.462 -4.545 4.706 0.0 0.0 0.0 0.45
H 3.100 -5.564 2.552 0.0 0.0 0.0 0.47
H 1.804 -5.084 0.514 0.0 0.0 0.0 0.45

***

No. 2
77
Properties=species:S:1:pos:R:3:forces:R:3:mulliken_charge:R:1 method="wB97M-V/def2-TZVPD" homo_lumo_gap_ev="5.53 / 5.53" spin_multiplicity=1 charge=+1 e_above_lowest_kj_mol=374.4 lumo_energy_ev="-4.873 / -4.871" total_energy_ev=-232720.7748
Ce -1.814 0.015 0.086 -0.7 -0.6 -1.5 1.03
C -5.038 4.810 0.608 0.3 -0.2 0.0 -0.83
S -3.234 4.887 0.721 0.0 -0.1 -0.1 0.04
C -2.764 3.224 0.876 0.1 0.2 0.2 0.71
S -3.888 1.947 0.807 0.2 -0.7 -0.2 -0.46
N -1.469 3.116 1.153 0.2 0.5 -0.1 -1.55
N -1.067 1.877 1.419 0.0 0.2 0.3 1.23
C 0.049 1.709 2.052 -0.4 0.4 -0.2 -1.05
C 0.299 0.399 2.600 -0.3 -0.6 0.6 1.40
C 1.508 0.208 3.451 0.0 -0.1 -0.2 -2.20
C 1.998 -2.240 2.799 0.0 0.1 0.0 0.17
C 0.586 -2.552 3.071 -0.1 0.2 -0.1 -1.49
C -0.509 -1.787 2.958 0.0 -0.5 0.2 -0.41
N -0.631 -0.494 2.469 0.2 0.6 -0.3 -0.09
H -5.357 5.799 0.291 0.0 0.0 0.0 0.39
H -5.453 4.568 1.583 -0.1 0.0 0.0 0.31
H -5.330 4.064 -0.124 -0.1 0.1 -0.1 0.27
H 0.693 2.551 2.279 0.0 0.1 0.0 0.32
H 2.021 1.164 3.552 0.0 0.0 0.0 0.69
H 2.674 -3.020 3.127 0.0 0.0 -0.1 0.59
H 0.422 -3.565 3.415 -0.1 0.0 0.0 0.47
H -1.466 -2.243 3.189 0.0 0.0 0.0 0.43
Br -4.110 -0.823 2.944 -0.2 -0.1 0.3 -0.05
C -5.215 -1.587 1.566 0.6 0.2 -0.3 -0.71
Br -3.986 -1.840 0.015 -1.9 -0.6 1.2 -0.09
H -5.975 -0.868 1.289 0.0 0.0 0.0 0.39
H -5.626 -2.527 1.910 0.1 -0.1 -0.1 0.50
O 0.013 -1.340 0.145 -0.5 0.0 -0.1 -0.73
P 1.499 -1.070 0.090 1.6 0.1 -0.5 1.64
C 1.793 0.665 -0.281 -0.1 -0.3 0.0 0.61
C 0.917 1.240 -1.209 0.3 -0.2 0.1 -0.39
C 1.021 2.586 -1.518 -0.1 0.0 0.0 -0.97
C 2.012 3.348 -0.911 0.0 0.0 0.0 -0.67
C 2.906 2.770 -0.019 0.0 0.0 0.0 -0.74
C 2.802 1.424 0.303 0.0 -0.1 0.1 -0.69
C 2.128 -2.048 -1.290 -0.3 0.0 0.2 0.40
C 3.030 -1.559 -2.230 0.0 0.1 0.1 0.00
C 3.438 -2.375 -3.273 0.0 0.0 0.0 -0.77
C 2.949 -3.671 -3.378 0.0 0.0 0.0 -0.55
C 2.037 -4.154 -2.449 0.0 0.0 0.0 -0.79
C 1.622 -3.343 -1.406 0.0 0.0 0.0 -0.83
C 2.533 -1.497 1.561 -0.3 0.0 -0.3 2.00
C 2.515 -0.835 2.975 -0.1 0.0 0.1 1.55
C 3.828 -0.635 3.616 0.2 0.0 0.0 -1.22
C 4.969 -1.131 3.129 0.0 0.1 0.2 -0.96
C 4.988 -1.798 1.851 -0.1 0.0 -0.2 -0.84
C 3.883 -1.907 1.102 0.2 -0.1 0.0 -1.74
H 0.201 0.609 -1.735 0.1 0.2 -0.1 1.06
H 0.338 3.045 -2.221 0.0 0.0 0.0 0.36
H 2.088 4.401 -1.149 0.0 0.0 0.0 0.48
H 3.686 3.368 0.434 0.0 0.0 0.0 0.47
H 3.495 0.963 0.999 0.0 0.1 0.0 0.42
H 3.410 -0.548 -2.141 0.0 0.0 0.0 0.47
H 4.137 -1.997 -4.007 0.0 0.0 0.0 0.46
H 3.281 -4.306 -4.188 0.0 0.0 0.0 0.42
H 1.644 -5.158 -2.540 0.0 0.0 0.0 0.44
H 0.898 -3.697 -0.680 0.0 -0.1 -0.1 0.44
H 1.166 -0.104 4.445 0.0 0.0 0.0 0.56
H 3.830 -0.046 4.526 0.0 0.0 0.0 0.53
H 5.903 -0.979 3.652 0.0 0.0 0.0 0.45
H 5.934 -2.142 1.456 0.0 0.0 0.0 0.50
H 3.966 -2.326 0.113 0.0 0.0 0.0 0.30
N -3.967 0.596 -2.547 0.3 0.1 -0.1 -0.22
C -2.996 1.556 -2.501 -0.9 0.0 -0.6 0.82
O -2.052 1.406 -1.626 0.5 -0.6 0.6 0.11
C -3.062 2.661 -3.341 0.4 -0.2 0.5 0.43
C -2.071 3.661 -3.224 0.2 0.2 0.0 0.01
N -1.229 4.441 -3.110 -0.1 0.0 0.0 -0.66
C -4.039 2.732 -4.359 -0.1 0.0 -0.3 -0.54
N -4.826 2.744 -5.200 -0.1 0.0 0.1 -0.51
H -3.640 -0.333 -2.312 0.0 -0.1 -0.1 0.01
H -4.621 0.656 -3.315 0.0 0.0 0.0 0.26
C -1.926 -2.563 -2.499 0.3 -0.1 0.0 -0.93
O -2.273 -1.592 -1.550 0.9 1.6 0.6 -0.17
H -2.496 -2.433 -3.425 0.0 0.0 0.0 0.30
H -2.121 -3.572 -2.118 0.0 0.0 0.0 0.30
H -0.861 -2.505 -2.752 0.0 0.0 0.0 0.11